Entry 1:
58
Properties=species:S:1:pos:R:3:lowdin_charge:R:1 method="wB97M-V/def2-TZVPD" homo_lumo_gap_ev=3.22 e_homo_ev=-1.69 charge=-1
Sr 0.439 -1.660 -0.724 0.64
C 2.684 1.653 -0.252 -0.13
C 3.730 1.117 0.583 -0.21
C 3.318 0.786 1.886 -0.06
C 2.049 0.170 1.951 -0.41
N 1.513 -0.046 0.741 -0.24
C 1.502 0.978 -0.158 -0.27
N 1.338 -0.258 3.025 0.15
C 0.152 -0.828 2.850 -0.27
N -0.569 -1.198 1.751 0.07
C -1.830 -1.551 2.172 -0.29
N -2.931 -1.716 1.529 0.17
C -3.157 -1.658 0.170 -0.35
C -4.485 -1.942 -0.203 -0.02
C -4.846 -1.974 -1.527 -0.08
C -3.879 -1.712 -2.493 -0.08
C -2.609 -1.419 -2.051 -0.21
N -2.243 -1.362 -0.768 0.00
C -1.864 -1.594 3.660 -0.10
C -2.838 -1.979 4.556 -0.01
C -2.540 -1.872 5.912 -0.09
C -1.310 -1.376 6.339 -0.10
C -0.337 -0.986 5.423 -0.02
C -0.638 -1.118 4.082 -0.11
H 2.852 2.544 -0.848 0.10
H 4.748 1.465 0.427 0.10
H 3.915 1.035 2.753 0.10
H 0.523 1.245 -0.566 0.11
H -5.185 -2.167 0.588 0.10
H -5.864 -2.210 -1.811 0.10
H -4.093 -1.759 -3.551 0.09
H -1.823 -1.239 -2.782 0.09
H -3.788 -2.359 4.205 0.11
H -3.273 -2.179 6.648 0.09
H -1.109 -1.300 7.401 0.09
H 0.623 -0.597 5.734 0.10
C -1.104 5.511 -2.528 -0.05
O -0.406 4.648 -3.430 -0.05
C -0.320 3.365 -3.006 -0.58
O -0.712 2.972 -1.941 0.11
N 0.258 2.610 -3.992 -0.01
N 0.743 1.347 -3.627 0.05
H -1.242 6.446 -3.064 0.09
H -0.517 5.673 -1.626 0.09
H -2.064 5.081 -2.252 0.09
H 0.721 3.127 -4.725 0.14
H 1.665 1.445 -3.208 0.07
H 0.806 0.759 -4.448 0.09
C 5.308 -1.073 -1.625 -0.45
Te 3.544 -1.485 -0.534 1.39
C 2.342 -1.067 -2.455 -0.40
H 5.135 -0.140 -2.158 0.00
H 5.535 -1.892 -2.300 0.00
H 6.102 -0.932 -0.894 0.00
H 1.880 -1.921 -2.963 0.01
H 3.093 -0.601 -3.095 0.01
H 1.714 -0.254 -2.092 -0.10
Te -0.659 -4.557 -0.693 -0.66


Entry 2:
57
Properties=species:S:1:pos:R:3:lowdin_charge:R:1 method="wB97M-V/def2-TZVPD" homo_lumo_gap_ev=7.56 e_above_lowest_ev=0.0000 e_homo_ev=-8.40
Zn -1.128 -0.158 -0.866 0.33
O 0.659 -1.221 2.735 0.12
C 0.727 -1.473 1.425 -0.52
O 0.377 -2.480 0.879 0.14
C 1.512 -0.401 0.705 -0.14
C 2.754 -0.044 1.220 0.03
C 3.561 0.795 0.482 -0.02
C 3.108 1.239 -0.752 0.01
C 1.856 0.844 -1.187 -0.14
N 1.062 0.050 -0.460 0.16
C 1.297 1.210 -2.545 -0.45
O 1.918 2.177 -3.236 0.15
O 0.346 0.650 -2.997 0.07
H 0.073 -1.884 3.133 0.12
H 3.061 -0.433 2.180 0.13
H 4.536 1.088 0.847 0.12
H 3.755 1.859 -1.356 0.12
H 2.619 2.594 -2.724 0.10
C -3.588 1.303 2.181 -0.17
Si -2.866 -0.389 1.822 0.24
C -2.518 -1.218 3.480 -0.17
C -4.149 -1.433 0.944 -0.16
O -1.502 -0.263 0.960 -0.44
H -4.552 1.242 2.693 0.03
H -3.727 1.858 1.250 0.01
H -2.906 1.881 2.810 0.03
H -3.444 -1.324 4.052 0.03
H -1.829 -0.634 4.094 0.03
H -2.122 -2.231 3.343 0.03
H -5.043 -1.576 1.557 0.03
H -3.734 -2.418 0.713 0.03
H -4.454 -0.982 -0.003 0.00
S -2.242 -1.482 -2.481 0.34
P -2.946 0.331 -3.035 0.17
S -2.386 1.769 -1.750 0.34
C -4.755 0.249 -3.139 -0.38
C -5.358 -0.340 -4.248 -0.08
C -6.735 -0.479 -4.296 -0.08
C -7.516 -0.031 -3.238 -0.08
C -6.918 0.558 -2.134 -0.07
C -5.538 0.701 -2.084 -0.11
C -2.424 0.729 -4.723 -0.40
C -2.687 2.005 -5.217 -0.09
C -2.331 2.333 -6.514 -0.08
C -1.709 1.389 -7.322 -0.08
C -1.441 0.121 -6.831 -0.08
C -1.798 -0.211 -5.530 -0.11
H -4.752 -0.688 -5.076 0.11
H -7.200 -0.935 -5.160 0.10
H -8.592 -0.142 -3.276 0.10
H -7.523 0.910 -1.309 0.11
H -5.064 1.166 -1.228 0.07
H -3.159 2.743 -4.579 0.10
H -2.532 3.326 -6.894 0.10
H -1.428 1.647 -8.336 0.10
H -0.949 -0.612 -7.457 0.10
H -1.577 -1.192 -5.131 0.07


Entry 3:
49
Properties=species:S:1:pos:R:3:lowdin_charge:R:1 method="wB97M-V/def2-TZVPD" homo_lumo_gap_ev=8.93 e_above_lowest_ev=0.0000 smiles=C[Si](C)(COCc1cccc(Oc2ccccc2)c1)c1ccccc1 e_homo_ev=-8.19
O -2.032 -2.945 -0.990 0.04
O -0.040 1.554 -1.389 -0.26
C -0.816 -1.637 2.791 -0.09
C 2.497 -1.911 1.695 -0.11
C -0.454 -2.900 2.340 -0.10
C -1.679 -0.844 2.058 -0.07
C -2.802 -1.152 -4.128 -0.08
C 2.131 -1.600 0.403 -0.07
C 2.563 -0.950 2.669 -0.09
C -0.953 -3.384 1.153 -0.01
C -2.137 -1.327 0.853 -0.04
C -2.790 -2.136 -3.143 0.00
C -2.080 0.007 -4.024 -0.05
C -1.430 -0.695 -1.836 0.03
C 1.774 -0.316 0.107 -0.09
C 2.127 0.345 2.386 -0.09
C -1.733 -2.560 0.320 -0.22
C -2.104 -1.921 -1.942 -0.21
C -1.429 0.252 -2.828 -0.19
C 1.816 0.672 1.067 -0.25
C -0.547 1.442 -2.712 -0.16
C 2.805 3.459 1.072 -0.17
C -0.171 2.928 1.650 -0.16
C 0.900 2.600 -1.191 -0.24
Si 1.338 2.422 0.655 0.59
H -0.466 -1.275 3.732 0.10
H 2.824 -2.895 1.923 0.10
H 0.136 -3.535 2.969 0.10
H -2.062 0.091 2.420 0.10
H -3.378 -1.366 -5.018 0.10
H 2.153 -2.346 -0.328 0.09
H 2.934 -1.172 3.648 0.10
H -0.614 -4.308 0.719 0.11
H -2.833 -0.729 0.302 0.12
H -3.403 -3.007 -3.233 0.11
H -2.027 0.730 -4.839 0.12
H -0.881 -0.481 -0.939 0.10
H 1.420 -0.073 -0.904 0.10
H 2.139 1.095 3.140 0.09
H -1.116 2.369 -2.896 0.14
H 0.294 1.416 -3.421 0.14
H 2.840 3.738 2.140 0.04
H 2.811 4.365 0.459 0.03
H 3.710 2.910 0.824 0.03
H -1.074 2.497 1.196 0.03
H -0.092 2.566 2.689 0.04
H -0.320 4.010 1.558 0.03
H 0.471 3.588 -1.382 0.09
H 1.781 2.408 -1.793 0.09


Entry 4:
51
Properties=species:S:1:pos:R:3:lowdin_charge:R:1 method="wB97M-V/def2-TZVPD" homo_lumo_gap_ev=8.68 e_above_lowest_ev=1.2563 e_homo_ev=-8.78
C -3.577 0.281 3.823 -0.07
C -2.214 -0.323 3.788 -0.20
O -1.741 -0.485 2.394 0.00
C -1.681 -1.814 2.010 -0.36
C -1.576 -1.979 0.511 -0.04
C -2.934 -2.538 0.133 -0.37
C -3.058 -3.326 -1.139 0.02
O -3.896 -2.227 0.825 0.11
C -0.333 -2.723 0.154 -0.45
O -0.106 -3.208 -0.951 0.08
O 0.565 -2.834 1.175 -0.01
C 1.592 -3.813 0.868 -0.21
C 2.414 -3.880 2.120 -0.07
O -1.760 -2.817 2.774 0.08
H -3.839 0.426 4.882 0.09
H -3.598 1.232 3.267 0.08
H -4.322 -0.404 3.381 0.09
H -1.454 0.294 4.267 0.12
H -2.241 -1.328 4.192 0.11
H -2.106 -3.739 -1.501 0.08
H -3.779 -4.135 -0.940 0.10
H -3.485 -2.687 -1.921 0.07
H 1.088 -4.759 0.652 0.13
H 2.176 -3.500 0.001 0.12
H 3.155 -4.685 2.035 0.08
H 2.935 -2.922 2.282 0.09
H 1.758 -4.083 2.988 0.09
C -1.423 -0.481 -0.720 -0.04
C -2.715 0.043 -1.133 -0.23
C -3.250 -0.349 -2.368 -0.06
C -4.479 0.109 -2.793 -0.07
C -5.237 0.954 -1.942 -0.06
C -4.668 1.388 -0.726 -0.07
C -3.412 0.973 -0.338 -0.04
C -0.320 0.456 -0.503 -0.15
C 1.030 0.016 -0.419 -0.01
C 2.051 0.934 -0.179 -0.07
C 1.781 2.313 -0.114 -0.09
C 0.517 2.779 -0.407 -0.08
C -0.522 1.866 -0.624 -0.01
H -1.097 -1.349 -1.309 0.11
H -2.675 -1.042 -2.998 0.13
H -4.905 -0.217 -3.771 0.12
H -6.238 1.271 -2.240 0.10
H -5.235 2.047 -0.074 0.10
H -2.943 1.342 0.583 0.12
H 1.250 -1.075 -0.539 0.12
H 3.064 0.580 -0.026 0.10
H 2.577 3.011 0.069 0.10
H 0.259 3.836 -0.478 0.11
H -1.508 2.237 -0.889 0.10


Entry 5:
61
Properties=species:S:1:pos:R:3:lowdin_charge:R:1 method="wB97M-V/def2-TZVPD" homo_lumo_gap_ev="4.14 / 4.13" s2=0.807 e_homo_ev="-17.10 / -17.09" charge=+3 spin_multiplicity=2
Co -0.536 0.227 -0.516 0.25
N 3.278 2.021 -0.242 0.24
C 4.293 1.156 0.041 -0.14
C 5.582 1.609 0.299 0.06
C 6.548 0.686 0.629 0.08
C 6.266 -0.707 0.722 0.04
C 5.013 -1.181 0.476 -0.01
C 4.000 -0.251 0.121 -0.34
S 2.464 -0.782 -0.176 1.35
N 1.569 0.453 -0.562 -0.22
C 1.997 1.727 -0.494 -0.22
C 0.987 2.774 -0.586 -0.19
C 1.292 4.121 -0.514 0.06
C 0.253 5.038 -0.399 0.03
C -1.036 4.557 -0.338 0.05
C -1.254 3.181 -0.439 -0.05
N -0.277 2.297 -0.585 0.08
H 3.511 3.009 -0.174 0.18
H 5.817 2.666 0.250 0.15
H 7.556 1.028 0.830 0.15
H 7.059 -1.392 0.993 0.15
H 4.788 -2.238 0.543 0.15
H 2.308 4.495 -0.531 0.13
H 0.459 6.098 -0.337 0.15
H -1.878 5.224 -0.217 0.14
H -2.256 2.792 -0.399 0.08
C -3.912 1.117 -1.495 -0.20
P -2.836 0.085 -0.459 0.90
C -3.313 0.405 1.260 -0.19
C -3.365 -1.597 -0.828 -0.37
C -4.715 -1.937 -0.901 -0.05
C -5.085 -3.247 -1.158 -0.02
C -4.113 -4.226 -1.336 -0.02
C -2.770 -3.895 -1.254 -0.05
C -2.395 -2.576 -1.005 -0.38
P -0.670 -2.104 -0.805 0.88
C 0.218 -2.981 -2.125 -0.21
C -0.172 -2.907 0.750 -0.21
H -4.948 0.935 -1.208 0.07
H -3.785 0.857 -2.545 0.07
H -3.725 2.180 -1.370 0.04
H -4.386 0.244 1.378 0.07
H -3.072 1.430 1.545 0.06
H -2.766 -0.267 1.920 0.05
H -5.487 -1.192 -0.756 0.11
H -6.133 -3.507 -1.219 0.13
H -4.404 -5.248 -1.535 0.13
H -2.030 -4.675 -1.379 0.11
H 0.072 -4.053 -1.998 0.06
H 1.292 -2.794 -2.098 0.03
H -0.165 -2.682 -3.100 0.07
H -0.386 -3.975 0.694 0.07
H -0.729 -2.465 1.574 0.05
H 0.889 -2.774 0.963 0.02
F -0.154 -0.025 1.389 -0.41
As 0.766 0.496 3.039 0.83
F 1.891 -0.718 2.485 -0.27
F -0.240 -0.697 3.705 -0.18
F 1.620 0.925 4.407 -0.14
F -0.448 1.694 3.119 -0.20
F 1.649 1.570 1.951 -0.24


Entry 6:
57
Properties=species:S:1:pos:R:3:lowdin_charge:R:1 method="wB97M-V/def2-TZVPD" homo_lumo_gap_ev="5.76 / 5.72" e_above_lowest_ev=0.6345 s2=8.757 e_homo_ev="-9.69 / -9.73" charge=+1 spin_multiplicity=6
Mn 0.198 0.217 0.360 0.87
O -0.377 0.604 -4.067 0.17
C -0.406 0.385 -2.768 -0.45
O 0.089 1.114 -1.942 0.10
C -1.109 -0.864 -2.353 -0.16
C -1.656 -1.793 -3.219 0.06
C -2.250 -2.923 -2.673 0.01
C -2.264 -3.072 -1.299 0.04
C -1.673 -2.095 -0.507 -0.20
N -1.110 -1.009 -1.035 0.09
C -1.498 -2.142 0.958 -0.45
O -2.112 -3.059 1.688 0.18
O -0.758 -1.361 1.514 0.03
H 0.114 1.420 -4.249 0.16
H -1.602 -1.633 -4.287 0.14
H -2.681 -3.679 -3.315 0.13
H -2.702 -3.957 -0.855 0.13
H -2.765 -3.553 1.174 0.12
C -1.525 2.568 1.648 -0.17
N -0.244 2.028 1.175 -0.10
C 0.809 2.793 1.285 -0.06
C 2.055 2.303 0.855 -0.33
C 3.319 2.897 0.725 -0.04
C 4.139 1.938 0.149 -0.09
C 3.346 0.798 -0.047 -0.18
N 2.095 1.001 0.376 -0.07
C -1.647 2.578 3.161 -0.22
C -2.113 3.705 3.825 -0.04
C -2.229 3.708 5.208 -0.08
C -1.877 2.585 5.939 -0.09
C -1.409 1.455 5.281 -0.08
C -1.295 1.451 3.901 -0.04
H -2.327 1.957 1.227 0.11
H -1.657 3.585 1.270 0.12
H 0.721 3.797 1.696 0.15
H 3.579 3.903 1.015 0.11
H 5.183 2.038 -0.105 0.09
H 3.647 -0.145 -0.477 0.06
H -2.387 4.589 3.260 0.11
H -2.591 4.593 5.716 0.11
H -1.964 2.589 7.017 0.10
H -1.133 0.575 5.849 0.10
H -0.927 0.572 3.387 0.09
C 2.039 -5.487 0.050 -0.25
As 2.499 -3.714 0.693 0.69
C 4.435 -3.650 0.706 -0.25
C 1.920 -3.622 2.539 -0.23
S 1.723 -2.252 -0.604 0.20
H 2.662 -6.236 0.539 0.04
H 2.208 -5.512 -1.024 0.03
H 0.991 -5.696 0.254 0.03
H 4.850 -4.527 1.199 0.04
H 4.754 -2.746 1.222 0.04
H 4.771 -3.607 -0.327 0.04
H 2.331 -4.467 3.090 0.04
H 0.833 -3.642 2.585 0.02
H 2.278 -2.689 2.969 0.05


Entry 7:
66
Properties=species:S:1:pos:R:3:lowdin_charge:R:1 method="wB97M-V/def2-TZVPD" homo_lumo_gap_ev="9.19 / 4.48" e_above_lowest_ev=0.0000 s2=6.024 e_homo_ev="-11.65 / -11.65" charge=+1 spin_multiplicity=5
Pd -0.011 0.111 0.212 1.00
C -2.086 1.140 -3.586 -0.02
C -1.983 0.328 -2.460 -0.15
N -1.048 0.798 -1.637 -0.05
N -0.533 1.906 -2.209 0.02
C -1.142 2.124 -3.388 -0.03
B 0.722 2.654 -1.676 -0.65
N 1.898 1.649 -1.679 0.04
C 3.152 1.711 -2.149 -0.03
C 3.815 0.550 -1.790 -0.02
C 2.878 -0.189 -1.082 -0.14
N 1.720 0.473 -1.034 -0.05
N 0.488 3.093 -0.204 0.02
C 0.789 4.247 0.416 -0.05
C 0.465 4.127 1.752 -0.02
C -0.032 2.834 1.881 -0.10
N -0.008 2.223 0.698 -0.02
N 0.954 3.873 -2.532 -0.03
C 0.158 4.980 -2.575 -0.10
C 0.506 5.704 -3.682 -0.05
C 1.532 4.947 -4.283 -0.14
N 1.787 3.846 -3.603 0.07
H -2.754 1.028 -4.421 0.11
H -2.541 -0.561 -2.217 0.07
H -0.862 2.961 -4.006 0.13
H 3.467 2.561 -2.728 0.11
H 4.829 0.279 -2.020 0.11
H 2.979 -1.152 -0.610 0.09
H 1.212 5.073 -0.129 0.13
H 0.564 4.875 2.519 0.11
H -0.414 2.323 2.748 0.11
H -0.599 5.157 -1.828 0.13
H 0.091 6.640 -4.012 0.10
H 2.093 5.165 -5.178 0.11
C -3.156 -4.590 2.334 -0.06
C -1.772 -4.530 1.742 -0.25
O -1.876 -4.274 0.297 -0.30
P -1.379 -2.942 -0.357 -0.10
S -2.304 -1.326 0.385 0.61
S 0.519 -2.531 0.061 0.55
O -1.736 -3.091 -1.862 -0.30
C -1.153 -4.144 -2.716 -0.22
C -2.180 -5.213 -2.975 -0.06
H -3.084 -4.844 3.392 0.09
H -3.755 -5.352 1.837 0.09
H -3.663 -3.629 2.245 0.07
H -1.241 -5.474 1.828 0.13
H -1.166 -3.746 2.200 0.09
H -0.260 -4.538 -2.230 0.11
H -0.854 -3.624 -3.623 0.13
H -2.471 -5.710 -2.051 0.08
H -1.758 -5.957 -3.650 0.09
H -3.067 -4.788 -3.443 0.09
Br 3.984 -0.777 6.755 0.80
C 2.274 -0.703 5.990 -0.67
C 1.159 -0.856 6.793 -0.16
N -0.088 -0.820 6.330 0.10
C -0.261 -0.617 5.033 -0.08
C 0.793 -0.458 4.156 -0.12
C 2.099 -0.503 4.641 -0.03
C 0.536 -0.234 2.721 -0.60
O 1.466 -0.253 1.872 -0.06
O -0.643 0.022 2.297 -0.15
H 1.291 -1.013 7.857 0.11
H -1.280 -0.580 4.663 0.13
H 2.940 -0.385 3.971 0.12


Entry 8:
57
Properties=species:S:1:pos:R:3:lowdin_charge:R:1 method="wB97M-V/def2-TZVPD" homo_lumo_gap_ev="3.58 / 3.78" e_above_lowest_ev=0.0000 e_homo_ev="0.60 / 0.40" charge=-2
Sr -0.086 2.136 -0.228 1.07
F 1.705 3.879 2.745 -0.02
B 1.069 4.189 1.557 -0.62
F 1.049 5.556 1.455 0.00
C 2.061 -1.449 3.189 -0.04
C 2.248 0.064 3.016 -0.58
C 3.637 0.510 3.487 -0.04
C 1.158 0.839 3.766 -0.05
C 2.126 0.382 1.584 -0.15
N 1.998 0.650 0.475 0.14
H 2.142 -1.695 4.250 0.09
H 2.821 -2.008 2.641 0.09
H 1.077 -1.758 2.837 0.07
H 3.737 0.284 4.551 0.08
H 3.755 1.583 3.343 0.09
H 4.427 -0.009 2.942 0.08
H 1.229 0.583 4.826 0.09
H 0.160 0.605 3.397 0.02
H 1.302 1.914 3.647 0.07
C -0.804 -0.587 -1.417 -0.10
C -0.933 0.645 -2.275 -0.50
C -2.281 1.296 -2.151 -0.13
C -0.015 1.148 -3.225 -0.13
C 1.309 0.821 -3.611 -0.26
C 2.104 -0.281 -3.140 -0.08
C 3.380 -0.506 -3.614 -0.15
C 3.975 0.308 -4.580 -0.17
C 3.213 1.386 -5.077 -0.16
C 1.945 1.627 -4.618 -0.10
H -0.987 -0.374 -0.355 0.02
H 0.169 -1.074 -1.486 0.05
H -1.576 -1.328 -1.659 0.10
H -2.508 1.712 -1.147 0.03
H -3.114 0.598 -2.297 0.07
H -2.397 2.112 -2.869 0.07
H -0.403 2.007 -3.778 0.08
H 1.717 -0.957 -2.390 0.07
H 3.935 -1.348 -3.211 0.08
H 4.980 0.118 -4.937 0.06
H 3.633 2.044 -5.831 0.08
H 1.389 2.469 -5.020 0.09
O -6.397 -0.541 0.759 -0.37
S -5.110 -0.471 0.082 0.57
O -5.216 -0.484 -1.370 -0.37
N -4.209 0.755 0.608 -0.16
C -3.094 0.302 1.228 -0.84
S -1.873 1.407 1.827 0.42
C -2.936 -1.109 1.262 -0.30
C -1.899 -1.927 1.771 -0.08
C -1.993 -3.295 1.644 -0.13
C -3.098 -3.913 1.019 -0.14
C -4.127 -3.118 0.512 -0.09
C -4.036 -1.753 0.639 -0.25
H -1.045 -1.470 2.253 0.06
H -1.192 -3.916 2.035 0.08
H -3.140 -4.991 0.927 0.07
H -4.982 -3.564 0.014 0.10


Which energy belongs to each record? In order, -53149.2484, -122192.4427, -35175.7271, -33439.4474, -171850.2892, -138871.3891, -149974.4296, -58914.6960 eV.
Which maximum force belongs to each record? In order, 3.972, 0.330, 1.980, 4.570, 2.043, 1.055, 0.627, 0.755 eV Å⁻¹.